[1]
Formula: C2H4N2S
Source: OMol25
Level of theory: ωB97M-V/def2-TZVPD

Bonds (Å) are listed after each position.
Cartesian coordinates (Å):
1 C 0.6794 1.8208 0.6457  N3 1.146
2 C -0.1691 -0.6674 -0.7493  N4 1.344, H6 1.183, H7 1.059, H8 1.136
3 N 1.4361 2.6684 0.7919  C1 1.146
4 N -0.5784 -1.0600 0.4693  C2 1.344, S5 1.614, H9 1.088
5 S -1.6224 -0.0642 1.1926  N4 1.614
6 H 0.4607 0.3327 -0.6999  C2 1.183
7 H 0.5202 -1.2868 -1.2618  C2 1.059
8 H -0.8795 -0.1975 -1.5005  C2 1.136
9 H 0.1530 -1.5460 1.1121  N4 1.088

The value obtained for the total energy is -15949.4601 eV. The value obtained for the maximum force is 5.12 eV/Å. Its relative energy (zero: lowest compared OMol25 entry of this formula, charge and spin) is 102.0 kcal per mole. For the HOMO energy (spin up / spin down), the calculation gives -10.0 / -10.0 eV. As for the spin multiplicity: 1.

natural (NBO) population analysis, charges in e, atoms 1 to 2:
1. C -0.058
2. C -0.486


[2]
Formula: C3H6N2OS
Source: OMol25
Level of theory: ωB97M-V/def2-TZVPD

Bonds (Å) are listed after each position.
Cartesian coordinates (Å):
1 C 1.0419 0.0591 0.0011  C2 1.551, N10 1.296, S13 1.681
2 C -0.0623 -1.0119 0.2019  C1 1.551, H6 1.033, H7 1.072, N11 1.450
3 C -2.2909 0.1773 0.4062  H9 1.149, N11 1.484, O12 1.198
4 H -0.5745 1.1362 -0.6409  N10 1.190
5 H 1.1184 1.9817 -0.2724  N10 1.010
6 H -0.3128 -1.2995 1.1621  C2 1.033
7 H 0.2808 -1.9046 -0.2820  C2 1.072
8 H -1.5588 -1.3767 -1.2607  N11 1.263
9 H -2.0525 0.5656 1.4613  C3 1.149
10 N 0.4777 1.2222 -0.0916  C1 1.296, H4 1.190, H5 1.010
11 N -1.2538 -0.4769 -0.4289  C2 1.450, C3 1.484, H8 1.263
12 O -3.3843 0.2030 -0.0838  C3 1.198
13 S 2.7171 -0.0807 0.0308  C1 1.681

The value obtained for the total energy is -19068.9157 eV. The value obtained for the maximum force is 5.54 eV/Å. The SMILES is NC(=S)CNC=O. Its relative energy (zero: lowest compared OMol25 entry of this formula, charge and spin) is 75.0 kcal per mole. For the HOMO energy, the calculation gives -8.3 eV. As for the spin multiplicity: 1.

natural (NBO) population analysis, charges in e, atoms 1 to 2:
1. C 0.133
2. C -0.306